1.
{
  "formula": "C6H16N3",
  "method": "wB97M-V/def2-TZVPD",
  "e_lumo_ev": -4.75,
  "gap_ev": 9.81,
  "fmax_ev_per_a": 6.7,
  "e_homo_ev": -14.56,
  "smiles": "CC/[N+](=N/N)C(C)(C)C",
  "e_above_lowest_kj_mol": 243.7,
  "spin_multiplicity": 1,
  "charge": 1,
  "symbols": ["C", "C", "C", "C", "C", "C", "N", "N", "N", "H", "H", "H", "H", "H", "H", "H", "H", "H", "H", "H", "H", "H", "H", "H", "H"],
  "positions_angstrom": [[-2.52251, 0.56455, 0.50557], [0.46018, 1.74503, -0.36204], [1.04124, 0.16166, 1.41649], [1.96865, -0.23250, -0.84783], [-1.78071, 0.16920, -0.74559], [0.67709, 0.24913, -0.09674], [-0.60689, -1.81275, -0.53808], [0.29637, -2.61616, -0.09218], [-0.52816, -0.44923, -0.40964], [-2.68191, -0.42065, 1.09780], [-1.78706, 1.15619, 1.22317], [-3.47164, 1.08332, 0.32588], [1.09011, 2.45567, 0.29327], [0.55098, 1.99512, -1.42005], [-0.59218, 2.03436, -0.04403], [0.22804, 0.73852, 1.94833], [2.14570, 0.55146, 1.64469], [1.01544, -0.80905, 1.76606], [2.52730, 0.54171, -1.39068], [2.75933, -0.66732, -0.18632], [1.88530, -1.03264, -1.59640], [-1.55537, 0.91540, -1.45718], [-2.41907, -0.46589, -1.35881], [1.16290, -2.19383, 0.28952], [0.13687, -3.66130, 0.03481]],
  "atomic_forces_ev_per_a": [[1.5185, -0.6587, 2.7601], [-1.0782, 1.7395, 1.0305], [0.4129, 2.8446, 0.1313], [1.0533, -1.1175, -0.5467], [-1.3493, 0.0050, -0.7576], [3.3808, 1.7784, 1.1994], [-0.6699, 2.1753, 1.3280], [0.9887, 1.0364, 0.3912], [0.2831, -6.6372, -1.1687], [-0.1835, 1.6279, -0.9559], [-1.9139, -0.7939, -1.4587], [0.4243, -0.1092, 0.1181], [-0.4680, -1.5355, -1.2409], [0.1512, 0.0832, 0.1130], [1.4434, -0.2219, -0.4450], [1.2764, -0.5096, -0.0898], [-2.7130, -0.4761, -0.6401], [-0.0943, -2.1972, 0.9051], [-0.6335, 0.2377, 0.3026], [-0.8232, 0.4441, 0.0277], [-0.6943, 0.2587, -0.0271], [0.1064, 1.4472, -0.3290], [0.3589, -0.7368, 0.3411], [-0.5504, -0.7483, -0.2000], [-0.2265, 2.0638, -0.7887]],
  "mulliken_charge": [-0.866, -1.746, -1.124, -1.633, -0.912, 1.015, -0.410, -0.241, 1.031, 0.313, 0.220, 0.371, 0.366, 0.444, 0.385, 0.314, 0.387, 0.414, 0.406, 0.380, 0.447, 0.490, 0.419, 0.210, 0.318]
}



2.
{
  "formula": "C6H16N6OS",
  "method": "wB97M-V/def2-TZVPD",
  "e_lumo_ev": [-6.32, -10.14],
  "gap_ev": [6.40, 6.81],
  "fmax_ev_per_a": 4.5,
  "e_homo_ev": [-12.72, -16.95],
  "spin_multiplicity": 3,
  "charge": 2,
  "symbols": ["C", "C", "C", "C", "C", "C", "N", "N", "N", "N", "N", "N", "O", "S", "H", "H", "H", "H", "H", "H", "H", "H", "H", "H", "H", "H", "H", "H", "H", "H"],
  "positions_angstrom": [[-0.46537, -2.18443, 0.20973], [1.15303, -0.43002, -0.08540], [-1.14195, -0.19845, -0.73032], [2.58116, 1.40200, -0.53444], [3.45323, -0.51713, 0.67419], [-3.62997, 0.00735, 0.96301], [-1.44089, -1.51193, -0.22401], [0.92498, -1.70061, 0.24450], [0.16049, 0.27603, -0.51407], [-0.64562, -3.43361, 0.57278], [-1.78173, 0.27900, -1.77699], [2.34626, 0.08817, -0.06416], [-2.44816, 2.08538, -0.12496], [-2.13873, 0.87535, 0.96845], [2.17411, 1.64929, -1.47719], [2.19115, 2.08540, 0.20321], [3.64906, 1.57052, -0.64405], [3.86173, 0.25672, 1.25286], [3.02433, -1.20242, 1.36024], [4.25893, -0.88207, 0.01751], [-4.10651, -0.13415, 1.96168], [-3.23341, -0.92009, 0.59127], [-4.40394, 0.35639, 0.34526], [-2.66260, 2.95497, 0.26029], [1.73813, -2.16493, 0.64842], [0.44117, 1.05523, -1.02272], [-1.51794, -3.95684, 0.29149], [-0.00456, -4.08841, 1.03972], [-1.40986, 1.05719, -2.48723], [-2.73467, -0.05053, -1.90564]],
  "atomic_forces_ev_per_a": [[2.9104, -0.9102, 0.6703], [1.4479, -1.3149, 0.3638], [1.3630, -2.4913, 0.5606], [0.8665, 1.3710, 0.6885], [-0.0550, -0.0760, -1.1950], [-0.0731, -1.0230, 1.3964], [-0.3972, 3.3367, -1.6735], [-1.3624, -0.8442, 0.7383], [-2.2440, 0.4422, -0.8319], [-0.9748, -3.2099, 0.3896], [-0.3551, 1.8413, -4.1448], [0.8495, -1.0510, 0.0040], [0.2952, 0.3382, -0.5534], [-1.1110, 1.8793, 2.6616], [-0.6192, -0.0774, -1.2362], [0.0136, 0.6815, 0.2180], [0.0107, -0.0594, 0.1252], [0.6798, 1.0369, 0.9590], [0.3014, -0.9759, 0.6290], [-0.5827, -0.2960, 0.2253], [0.8651, 0.0916, -0.3448], [-0.6758, -1.0432, 0.0115], [-0.7272, 1.0236, -1.1100], [0.1054, -0.2925, 0.3824], [-0.9363, -0.6115, -0.1802], [0.1160, 1.9040, -0.8158], [1.1567, 1.4211, 0.4306], [0.0403, 1.1007, -0.4378], [-1.1967, -2.4064, 2.3842], [0.2892, 0.2146, -0.3147]],
  "mulliken_spin": [-0.017, 0.000, 0.213, 0.006, 0.000, -0.005, 0.087, 0.026, 0.047, 0.013, 0.355, 0.008, 0.118, 1.103, -0.001, -0.002, 0.000, 0.000, 0.001, 0.001, 0.033, 0.042, 0.009, -0.008, -0.001, -0.006, 0.000, 0.000, -0.012, -0.009]
}



3.
{
  "formula": "C6H16NO",
  "method": "wB97M-V/def2-TZVPD",
  "e_lumo_ev": -3.05,
  "gap_ev": 9.85,
  "fmax_ev_per_a": 3.5,
  "e_homo_ev": -12.89,
  "e_above_lowest_kj_mol": 143.8,
  "spin_multiplicity": 1,
  "charge": 1,
  "symbols": ["C", "C", "C", "C", "C", "C", "N", "H", "H", "H", "H", "H", "H", "H", "H", "H", "H", "H", "H", "H", "H", "H", "H", "O"],
  "positions_angstrom": [[1.60109, -0.74227, 1.00009], [1.89763, -0.14779, -0.42293], [0.98492, -0.54334, -1.60452], [-2.79835, 0.15470, -1.51103], [-1.44365, -0.44273, -1.36832], [-0.30169, 0.18532, -1.75944], [0.21157, -0.53652, 1.44470], [1.95212, -1.78393, 0.92572], [2.38086, -0.32137, 1.70675], [1.90119, 0.92705, -0.39049], [2.90543, -0.44899, -0.68342], [1.65452, -0.36047, -2.48632], [0.98213, -1.63818, -1.61997], [-3.30608, -0.22342, -2.43605], [-3.40700, -0.14300, -0.67351], [-2.68189, 1.23727, -1.65377], [-1.35820, -1.30256, -0.71462], [-0.21447, 0.95459, -2.54299], [0.05088, 0.25167, 2.08545], [-0.21416, -1.32122, 1.95940], [-0.34265, -0.49301, 0.55233], [-0.92227, 2.43170, 3.31282], [0.54701, 2.28481, 3.78105], [-0.07895, 2.02168, 3.09907]],
  "atomic_forces_ev_per_a": [[3.3653, 0.2966, -0.7943], [-0.6853, 0.1786, 0.5288], [2.6590, -0.5799, -0.2218], [-0.1379, -0.2127, -1.5302], [1.1151, 2.2305, 0.0243], [-0.8602, -2.2688, -0.7964], [-1.1431, -1.1860, -0.2920], [-1.1892, -0.0291, 0.3245], [-1.4193, -0.0914, -0.4691], [0.1153, 0.6420, 0.2898], [0.2301, -0.1234, 0.2382], [-0.7725, 0.1706, 0.5201], [-0.8809, -0.0649, 0.0863], [0.3410, 0.1637, 0.7437], [-0.4226, 0.3591, 0.2883], [-0.4182, -0.2833, 0.3388], [0.0201, -0.5682, -0.3287], [-0.7613, 0.2128, 0.9295], [0.1918, 0.8107, -0.4303], [0.5948, -0.0776, -0.1869], [0.0376, 0.7312, 0.8799], [0.0368, 0.1077, 0.1092], [-0.1007, 0.1087, 0.0586], [0.0845, -0.5268, -0.3103]],
  "mulliken_charge": [-0.572, -0.677, -0.864, -1.359, 0.124, -0.370, 0.009, 0.333, 0.289, 0.335, 0.421, 0.373, 0.326, 0.304, 0.339, 0.352, 0.574, 0.361, 0.283, 0.430, 0.025, 0.316, 0.319, -0.674]
}



4.
{
  "formula": "C6H16NO",
  "method": "wB97M-V/def2-TZVPD",
  "e_lumo_ev": [-8.11, -11.55],
  "gap_ev": [10.32, 6.88],
  "fmax_ev_per_a": 2.1,
  "e_homo_ev": [-18.43, -18.43],
  "e_above_lowest_kj_mol": 70.1,
  "spin_multiplicity": 2,
  "charge": 2,
  "symbols": ["C", "C", "C", "C", "C", "C", "N", "H", "H", "H", "H", "H", "H", "H", "H", "H", "H", "H", "H", "H", "H", "H", "H", "O"],
  "positions_angstrom": [[1.53628, 0.81600, -0.12561], [0.09783, 0.83168, 0.29850], [-0.76113, -0.46498, 0.28218], [-0.17046, -1.06516, 2.69381], [-1.08721, -1.00112, 1.62769], [-2.47053, -1.40670, 1.90875], [1.82460, 0.44280, -1.57180], [2.14740, 0.17549, 0.50679], [1.99661, 1.79160, 0.06665], [0.18183, 1.19740, 1.32966], [-0.49665, 1.69893, 0.01706], [-1.68192, -0.22878, -0.24917], [-0.32329, -1.26681, -0.33548], [0.88858, -0.84139, 2.62039], [-0.46981, -1.41431, 3.67437], [-2.92420, -0.61686, 2.52974], [-3.06960, -1.57622, 1.01802], [-2.54082, -2.40387, 2.36442], [1.01041, 0.63632, -2.16811], [2.67208, 0.91262, -1.88303], [1.89362, -0.57621, -1.56803], [0.85315, 1.04700, -4.99876], [0.06798, 1.94111, -3.94323], [0.82523, 1.37148, -4.09482]],
  "atomic_forces_ev_per_a": [[0.8983, 0.7639, 0.0535], [-0.2973, 0.2633, 1.5127], [0.3040, 0.7105, -0.4200], [0.6530, -0.1923, 0.3282], [-0.7241, 0.0085, -0.1510], [-0.1457, -0.9641, -0.7698], [-1.1937, -0.6487, 1.5434], [-0.1203, -0.4571, -0.1583], [-0.3730, 0.0453, -0.3505], [0.1909, -0.4919, 0.3629], [0.0456, -0.1401, -1.2522], [-0.1890, -0.2185, 0.1521], [0.0943, -0.0614, 0.2935], [-0.0779, 0.1299, -0.3000], [-0.2869, 0.0035, -0.0128], [-0.0882, -0.2878, 0.2083], [0.0093, 0.6743, -0.2883], [0.2518, 0.4122, 0.8513], [0.5199, 0.5651, -0.7099], [-0.0085, -0.2093, -0.5459], [0.6684, 0.0829, -0.5650], [-0.3455, 0.2186, -0.1634], [-0.1619, 0.1342, -0.7686], [0.3765, -0.3410, 1.1499]],
  "mulliken_spin": [-0.004, 0.031, 0.033, 0.465, 0.267, 0.018, 0.000, 0.005, 0.000, 0.001, 0.007, 0.008, 0.037, 0.046, 0.017, 0.051, 0.000, 0.021, -0.001, 0.000, -0.001, 0.000, 0.000, 0.000]
}